The following is a quantum chemistry calculation of a cluster of 11 separate species, C17H58N20O11 in total, from the Open Molecules 2025 dataset.

Values from the calculation:
- E (Eh) = -2605.54339
- HOMO-LUMO gap (eV) = 9.12
- molecular weight (g/mol) = 718.78
- SMILES = COC[C@H](C)N.COC[C@H](C)N.NC(N)=O.NC(N)=O.NC(N)=O.NC(N)=O.NC(N)=O.NC(N)=O.NC(N)=O.NC(N)=O.NC(N)=O
- energy above the lowest of the compared OMol25 structures with the same formula, charge and spin (kJ/mol) = 343.5
- lowest unoccupied orbital energy (hartree) = 0.006
- largest force on an atom (hartree/bohr) = 0.113

Each line ends with the Mulliken charge.
Cartesian coordinates (Å):
O (15.1752, 28.4474, -4.3732)  -0.66
O (18.3375, 27.4484, -8.3076)  -0.77
O (13.3136, 24.4577, -0.4767)  -0.73
O (12.7419, 23.9432, -6.3320)  -0.43
O (18.9702, 28.7269, -0.8599)  -0.73
O (17.8096, 22.3356, -5.2475)  -0.79
O (17.4447, 25.6889, -3.4106)  -0.17
O (17.0362, 25.0627, 4.0386)  -0.69
O (15.3372, 21.8151, -1.4857)  -0.45
O (13.2766, 19.6400, -3.5085)  -0.71
O (20.6752, 27.5471, -5.2005)  -0.31
N (16.4035, 27.6818, -7.3399)  -0.28
N (15.9547, 20.4047, 0.2280)  -0.45
N (16.1161, 23.8572, -3.0821)  0.66
N (14.6297, 21.2506, -7.9872)  -0.69
N (14.4249, 21.9751, 0.5268)  -0.21
N (18.6960, 24.2307, -6.0101)  0.20
N (14.8130, 20.9576, -4.3706)  0.15
N (11.3095, 24.5834, -1.4796)  -0.41
N (12.3931, 22.7367, -1.5947)  -0.23
N (13.8580, 19.4028, -5.6053)  -0.41
N (19.1551, 27.2229, 0.8069)  -0.37
N (16.7789, 28.4528, -2.8700)  0.03
N (22.8869, 30.2472, -6.3461)  -0.72
N (15.9602, 25.6634, -1.8060)  0.07
N (15.8950, 24.6150, 2.3335)  -0.25
N (19.3121, 22.3674, -6.9672)  -0.54
N (15.5544, 30.2581, -3.0696)  -0.38
N (16.4336, 26.7022, 2.6978)  -0.34
N (19.2693, 26.5619, -1.2417)  -0.19
N (18.0846, 27.2599, -5.9978)  0.49
C (13.0292, 22.7861, -7.0012)  -0.95
C (15.0711, 23.5343, -8.4321)  -1.88
C (15.2448, 21.3792, -0.3157)  0.48
C (13.8923, 20.0658, -4.4709)  0.48
C (17.7076, 27.4649, -7.2491)  0.46
C (20.5262, 30.2638, -7.0001)  -1.37
C (20.9587, 26.2287, -4.6394)  -0.66
C (21.5923, 29.6690, -6.0707)  0.43
C (16.5509, 25.0636, -2.8104)  0.60
C (13.3352, 24.0564, -5.0082)  -0.03
C (12.3877, 23.9444, -1.1016)  0.87
C (18.5074, 22.9780, -6.0787)  0.68
C (15.7926, 29.0211, -3.5185)  0.52
C (16.4628, 25.4851, 3.1041)  0.57
C (21.7030, 28.0584, -6.1179)  -0.91
C (19.0420, 27.6035, -0.4275)  0.66
C (14.5070, 22.5565, -7.3850)  2.04
H (15.7358, 23.7894, 2.8930)  0.17
H (14.7666, 30.8014, -3.3925)  0.26
H (14.3751, 23.7913, -5.1990)  0.05
H (11.1293, 25.5675, -1.3412)  0.23
H (21.5205, 27.6613, -7.1165)  0.37
H (13.0612, 18.8002, -5.7540)  0.28
H (13.8821, 21.1089, -8.6514)  0.22
H (20.5585, 29.9164, -8.0327)  0.36
H (11.6356, 22.4637, -2.2044)  0.24
H (18.4268, 24.8223, -5.2370)  -0.36
H (22.6816, 27.7890, -5.7206)  0.41
H (16.4970, 26.4145, -1.3962)  0.10
H (14.2762, 21.5937, 1.4502)  0.20
H (21.2928, 29.9019, -5.0488)  0.20
H (13.0203, 23.3462, -4.2436)  0.05
H (14.8329, 21.4484, -3.4881)  -0.09
H (15.1440, 22.4345, -6.5089)  -0.84
H (17.4628, 29.0008, -2.3680)  0.29
H (20.4530, 31.3507, -6.9622)  0.45
H (19.5215, 30.0379, -6.6429)  0.20
H (19.0536, 27.4400, -5.7771)  0.33
H (15.4367, 19.9816, 0.9848)  0.17
H (21.1332, 25.5266, -5.4546)  0.38
H (16.3410, 23.3119, -3.9020)  -0.28
H (21.7746, 26.3469, -3.9263)  0.39
H (16.7819, 20.1117, -0.2719)  0.27
H (13.9472, 22.8214, 0.2518)  -0.07
H (16.1554, 23.5544, -8.5412)  0.38
H (12.3949, 22.7831, -7.8877)  0.39
H (13.2561, 22.2328, -1.4484)  -0.33
H (10.6073, 23.9139, -1.7602)  0.15
H (15.4559, 21.1346, -8.5564)  0.25
H (16.9805, 27.5104, -3.1721)  -0.36
H (16.8426, 27.4485, 3.2417)  0.24
H (15.3871, 24.8710, 1.4988)  0.14
H (20.0040, 22.8882, -7.4871)  0.17
H (15.4338, 23.4846, -2.4374)  -0.47
H (23.3341, 30.3394, -5.4452)  0.29
H (19.3303, 21.3768, -6.7713)  0.25
H (13.0987, 25.0500, -4.6273)  0.34
H (15.7782, 27.0030, 1.9906)  0.15
H (19.3615, 25.6042, -0.9345)  0.22
H (15.9073, 27.7472, -8.2171)  0.22
H (15.6347, 21.0623, -4.9484)  0.14
H (12.7340, 21.8783, -6.4750)  0.37
H (19.2023, 26.7276, -2.2358)  -0.14
H (18.9662, 27.8846, 1.5462)  0.24
H (19.0874, 24.7229, -6.8005)  0.18
H (15.8858, 27.6838, -6.4727)  0.11
H (22.5695, 31.1837, -6.5521)  0.30
H (14.1457, 19.9735, -6.3873)  0.26
H (20.0952, 25.9069, -4.0573)  -0.03
H (15.1394, 25.2989, -1.3441)  0.09
H (16.2705, 30.7260, -2.5326)  0.14
H (14.6053, 23.3838, -9.4060)  0.40
H (14.8886, 24.5687, -8.1409)  0.39
H (17.4570, 27.2514, -5.2065)  -0.34
H (19.1271, 26.2318, 0.9997)  0.15